1.
Computed, not measured: 8 unconnected molecules or ions with the total composition C16H50NO9SSi, with ωB97M-V with the def2-TZVPD basis set.

Molar mass: 460.727 g mol⁻¹
Orbital gap: 9.1 eV
LUMO: -2.88 eV
Calculated total energy: -2058.85807 Ha
Total charge: +1
Multiplicity: 1
Highest occupied orbital energy: -12.00 eV

Element x y z (Å)
O -4.71 1.66 5.00
H 2.34 3.35 1.51
H -0.01 4.72 -0.09
N 4.15 -2.53 0.73
O 4.60 -1.04 -3.69
H 2.14 1.36 2.73
H -4.89 -3.80 1.76
H 3.49 0.45 -4.65
H -6.76 2.51 0.27
H 4.41 -4.54 0.27
C 0.44 5.12 -1.00
C 3.14 0.49 -7.72
H 0.63 -3.61 -0.78
H -1.10 -4.08 2.58
H -6.99 2.83 2.57
H -1.31 2.76 -1.33
H -1.33 -4.97 1.14
O 2.04 -3.30 1.20
H -2.86 4.11 -0.32
C 0.20 -2.74 -1.21
O 1.76 4.58 -1.13
H 4.72 1.04 -3.49
C 1.81 2.47 1.14
H 2.00 2.37 0.08
C 4.50 0.28 -4.25
H -0.29 -2.27 0.75
H -0.27 -2.95 -2.13
H -6.38 1.20 2.16
C -1.84 -4.44 1.90
H 2.91 -0.22 -6.93
H -5.09 -2.57 0.59
H 0.48 6.21 -0.93
H -3.62 2.79 -1.24
H -5.33 1.80 5.72
H -2.72 1.94 4.64
C -6.16 2.27 2.11
C -2.64 -1.47 2.15
C 4.75 -1.52 1.60
H -2.49 -5.13 2.38
H -3.45 2.67 0.51
O -1.98 -2.72 -0.36
H -5.26 2.47 2.67
H 1.53 -0.77 0.70
H -0.18 4.84 -1.86
H 4.44 -0.54 1.33
O 2.29 1.28 1.79
H -1.71 -1.47 2.66
O -1.69 2.40 -0.53
H 3.46 2.40 -7.83
C -0.74 -2.13 -0.22
H 4.50 -1.68 2.62
H 3.96 -1.10 -2.98
H -0.82 -1.08 -0.38
C 4.65 -3.86 1.04
Si -2.75 -3.01 1.11
H 5.79 -1.55 1.51
H 3.00 -0.56 -0.08
H -3.44 3.15 5.72
H 5.70 -3.79 1.08
H 4.09 0.21 -8.19
S 1.59 -1.67 -1.49
H -3.10 1.51 6.32
C 2.79 -2.48 0.75
H 5.21 0.37 -5.05
O 3.25 1.79 -7.12
H -2.62 -0.63 1.50
H -4.69 -4.18 0.10
H 2.13 4.95 -1.94
O -5.95 2.69 0.76
C -2.98 3.03 -0.39
C 2.23 -1.27 0.10
C -3.43 2.10 5.46
C -4.52 -3.43 0.83
H 2.34 0.48 -8.46
H -3.44 -1.40 2.84
H 0.74 2.60 1.30
H 1.03 -0.52 -1.86
H 4.30 -4.22 1.98

2.
Computed, not measured: 8 unconnected molecules or ions with the total composition C24H40BCl14F7NO10P2S, with ωB97M-V with the def2-TZVPD basis set.

Molar mass: 1236.736 g mol⁻¹
Orbital gap: 6.9 eV
LUMO: 1.73 eV
Calculated total energy: -9993.45597 Ha
Total charge: -1
Multiplicity: 1
Highest occupied orbital energy: -5.16 eV

Element x y z (Å)
H 0.12 1.01 2.04
H -3.22 -1.05 7.19
H 4.82 1.37 4.08
H -6.45 1.31 -4.01
S 2.62 -2.87 -2.96
C 3.31 1.07 2.52
F -0.33 -4.27 4.67
Cl -8.99 3.64 -2.34
F -1.84 -3.20 1.06
H -1.67 -0.34 -4.34
F -1.57 -2.52 4.80
H 5.55 3.01 -4.21
C 0.96 -0.47 -2.58
O 0.16 -4.54 -3.86
O -0.61 -1.82 -0.78
H -2.01 -0.67 -2.66
H 6.35 -1.08 -5.94
C -1.14 -3.46 3.95
H -0.70 -2.38 -5.43
C -0.76 1.09 1.41
Cl -2.74 -3.07 13.92
H 4.44 2.71 -5.57
O 0.21 -5.64 0.26
Cl -5.70 2.91 -2.46
H 1.61 0.10 -1.92
H 0.36 1.61 -1.17
H -7.28 1.17 -2.44
C -8.55 5.27 -1.84
Cl -0.80 -0.89 13.68
O 1.73 -0.12 1.16
C -6.33 1.33 -2.93
H 3.30 1.80 1.70
Cl -1.61 0.45 8.02
H -1.66 -2.27 11.99
H 0.86 -4.85 -3.27
Cl 6.80 6.78 -5.95
Cl 3.45 2.24 -3.50
H -7.77 5.20 -1.09
H 2.62 -0.89 2.89
C 6.00 -1.62 -5.06
C 2.84 -0.29 2.00
O 1.86 -1.66 -0.50
C -0.16 1.78 -2.11
F -2.15 -4.20 3.51
Cl 5.48 -3.23 -5.58
H 6.81 -1.74 -4.35
H 4.89 -0.19 3.30
H -1.17 2.13 -1.88
H 5.50 1.21 2.44
C -0.35 -1.36 0.54
F 0.58 -3.81 2.40
H 0.19 0.96 -3.98
H -8.20 5.82 -2.71
H -1.56 -1.59 6.85
Cl -2.28 -2.23 8.99
C -2.08 -1.81 12.88
O 0.01 -2.18 -4.80
C -3.01 1.26 -0.04
H -0.58 -5.80 0.79
H 1.60 -2.11 1.38
F -2.00 -1.50 2.36
H 6.19 8.57 -7.34
C 4.72 0.88 3.12
H -3.08 3.22 0.76
H -2.66 -0.76 -0.70
Cl 4.71 -0.70 -4.31
C -1.09 -2.24 1.64
C -2.52 2.29 0.74
C 1.20 -1.35 0.69
H 0.35 2.62 -2.59
H 6.19 9.02 -5.62
O 2.39 1.43 3.56
H -3.93 1.37 -0.59
H -2.24 0.94 -3.32
O -1.86 -3.08 -3.36
Cl 4.15 4.85 -4.64
H 2.83 2.06 4.15
H 1.58 -0.65 -3.45
Cl -9.92 6.15 -1.14
Cl -5.23 0.03 -2.47
H 3.60 -2.24 -2.30
Cl 4.17 8.02 -6.28
C -0.25 -2.84 2.79
O 0.91 -3.80 -1.01
B -0.11 -4.64 -0.68
C 4.53 3.12 -4.57
O -1.35 -4.80 -1.27
C -1.11 0.00 0.63
H -2.87 -1.13 12.61
H 3.67 -0.73 1.44
P -0.38 -3.06 -3.48
C -0.15 0.52 -3.04
C -2.22 -1.16 7.59
N -1.42 2.25 1.49
C -1.58 0.07 -3.33
C -2.29 0.07 -0.11
P 0.76 -2.21 -1.74
C 5.92 8.26 -6.34
F 0.46 -1.86 3.40
H -1.84 -3.99 -1.42

3.
Computed, not measured: C3H6N2O2S in the gas phase, with ωB97M-V with the def2-TZVPD basis set.

Molar mass: 134.160 g mol⁻¹
Orbital gap (alpha / beta): 7.1 / 8.7 eV
LUMO (alpha / beta): 0.39 / -1.44 eV
Calculated total energy: -775.94860 Ha
Total charge: 0
Multiplicity: 3
⟨S²⟩: 2.009
Highest occupied orbital energy (alpha / beta): -6.70 / -10.13 eV

Element x y z (Å)
H 0.56 1.90 -0.08
O 2.69 1.77 -0.13
N 0.06 1.02 -0.17
C -2.22 0.20 -0.12
H -3.11 0.37 0.62
H 2.01 -2.25 0.03
H -2.02 -0.86 0.18
H -2.54 0.33 -1.21
C 2.44 0.57 -0.04
N -1.27 1.26 0.06
H 4.26 0.06 -0.02
S 0.72 -1.68 -0.12
O 3.36 -0.33 0.03
C 1.10 0.04 -0.12

4.
Computed, not measured: a molecular structure, C15H32N2O5P2Ti, with ωB97M-V with the def2-TZVPD basis set.

Molar mass: 430.245 g mol⁻¹
Orbital gap (alpha / beta): 6.7 / 7.6 eV
LUMO (alpha / beta): -3.36 / -3.40 eV
Calculated total energy: -2608.36351 Ha
Total charge: +1
Multiplicity: 2
⟨S²⟩: 0.757
Highest occupied orbital energy (alpha / beta): -10.05 / -11.01 eV

Element x y z (Å)
N 1.91 1.39 -0.14
H 1.58 -0.30 3.91
H 2.84 3.37 -2.59
C 0.14 -1.70 -1.51
H 1.00 -1.66 -2.19
H 2.95 -0.03 0.55
P 0.53 -1.70 2.22
H -3.64 -2.84 0.59
C -2.70 -2.61 0.07
H -1.08 3.58 -2.42
C 2.90 3.18 -1.51
O -0.46 1.29 1.57
H 2.76 -0.90 2.70
H -0.21 1.29 2.52
H -0.10 -2.74 -1.30
C -3.36 0.15 0.46
C -3.36 -1.42 3.26
H 2.88 4.16 -1.00
H 0.01 -1.85 5.16
C 1.89 -1.17 3.31
H 2.01 -4.51 -1.38
H -0.40 2.22 1.31
C 0.71 -3.50 2.08
C -0.10 3.20 -2.69
H -4.32 -1.33 2.73
H -0.71 -1.28 -2.09
H 3.85 2.68 -1.28
C -3.35 -1.63 4.64
C -2.16 -1.33 2.56
C -2.14 -1.79 5.33
H -0.27 -3.97 1.93
H -2.05 0.63 -1.66
H 1.14 -3.88 3.02
H 2.28 -3.08 -0.91
C -0.93 -1.73 4.64
C 0.47 2.30 -1.67
O -1.50 1.36 -2.02
H 2.15 -2.00 3.98
O 3.12 1.20 0.41
N -0.30 1.28 -1.29
H 2.85 -1.60 -0.17
C -0.95 -1.52 3.26
Ti 0.51 -0.24 0.09
H 0.54 4.07 -2.86
C 1.76 2.34 -1.08
H -2.88 -2.48 -1.01
O 1.55 -3.71 -1.04
H -3.74 0.07 -0.57
P -2.00 -1.05 0.73
O 2.30 -1.04 0.39
H -1.98 -3.43 0.22
H -0.22 2.70 -3.66
H -3.00 1.17 0.64
H -2.13 -1.95 6.40
H -4.30 -1.69 5.18
H 1.36 -3.76 1.22
H -4.18 -0.06 1.16

5.
Computed, not measured: C3H5NO2 in the gas phase, with ωB97M-V with the def2-TZVPD basis set.

Molar mass: 87.078 g mol⁻¹
Orbital gap: 9.0 eV
LUMO: -0.70 eV
Calculated total energy: -322.46220 Ha
Total charge: 0
Multiplicity: 1
Highest occupied orbital energy: -9.73 eV

Element x y z (Å)
O 0.85 0.81 -1.03
N 0.62 -0.56 0.74
C -0.96 0.91 -0.18
H -0.78 -0.72 -0.82
C -0.71 -0.46 0.26
O 2.69 -0.27 -0.17
H -1.47 -1.05 0.78
H -1.96 0.98 -0.66
C 1.51 0.01 -0.20
H -0.53 1.83 0.14
H 0.92 -1.46 1.09

6.
Computed, not measured: a gas-phase ion, C15H17Cl2N2 (charge +1), with ωB97M-V with the def2-TZVPD basis set.

Molar mass: 296.221 g mol⁻¹
SMILES: CN[N@@H+](C)C(c1ccc(Cl)cc1)c1ccc(Cl)cc1
Orbital gap: 9.1 eV
LUMO: -3.16 eV
Calculated total energy: -1611.28167 Ha
Total charge: +1
Multiplicity: 1
Highest occupied orbital energy: -12.25 eV

Element x y z (Å)
C 0.02 -1.38 3.08
H 4.37 -1.90 1.51
H -0.07 -2.33 4.33
H -2.23 -2.71 2.74
H -2.95 2.04 1.35
C -2.40 -1.65 2.51
H -1.64 -2.08 5.91
H -1.95 -0.47 4.96
H 0.03 -2.32 2.42
H 0.53 -0.47 7.14
C 2.36 -1.63 2.26
C 1.63 0.60 2.82
H -0.81 -0.52 6.40
Cl -5.47 0.75 1.67
C 3.87 0.21 1.90
H 3.09 2.16 2.29
H 0.89 1.30 3.18
C -3.87 0.15 1.79
C -2.77 1.01 1.65
C -3.68 -1.22 2.11
C 1.33 -0.74 2.66
H -0.65 1.15 1.84
C -1.49 0.50 2.02
H 2.23 -0.92 6.99
H 1.61 0.60 6.25
H 2.08 -2.69 2.15
N -0.04 -1.28 4.68
H -4.55 -1.92 2.13
Cl 5.46 0.72 1.59
H 1.93 -1.20 4.59
C -1.24 -1.10 5.54
C -1.28 -0.78 2.51
C 3.61 -1.16 1.81
C 1.39 -0.45 6.49
N 1.20 -1.22 5.29
C 2.85 1.10 2.29

- Number 6 is which compound?
  C15H17Cl2N2

- What is the multiplicity in the fourth record?
  2